A structure of composition C45H38AuGeN4O4S in a non-equilibrium geometry. Source: OMol25; level of theory: ωB97M-V with the def2-TZVPD basis set.

XYZ file:
```
94
C45H38AuGeN4O4S | OMol25 | ωB97M-V with the def2-TZVPD basis set
Au 0.0066 0.3165 -1.5645
Ge -1.3020 -1.0637 2.6372
S -3.2310 -2.4284 -2.6463
O 0.4694 -1.5859 -1.8464
O 1.6548 2.9983 1.3539
O -1.7361 2.8468 -4.8237
O 0.7922 -3.6585 -1.1672
N -0.7070 1.1140 -3.8457
N 1.1536 1.1193 0.2601
N -0.2623 2.4743 -1.5743
N -2.0240 -0.1466 -1.6287
C -2.2388 3.3951 1.2623
C 1.4377 0.0990 -5.3976
C 0.9628 -1.4091 -7.6759
C -4.8385 -3.1996 3.6350
C -1.0274 -2.2237 1.0413
C 4.1592 -0.7104 1.6371
C -3.1680 2.3724 1.1239
C 0.3940 -2.0336 0.5428
C 3.2913 -0.1272 0.7174
C 0.0734 3.1344 -0.4669
C 0.1419 -0.0277 -5.8804
C 0.2501 -1.4026 3.7827
C -3.7053 -2.7502 2.9662
C -1.5886 0.7843 2.0464
C 2.1931 -0.7921 5.0942
C -0.9880 3.0755 -2.5230
C -4.5063 -1.5279 5.3277
C 2.4539 -2.1295 5.3496
C 2.2530 -1.2996 -7.1758
C -0.6567 1.8179 2.1545
C -1.4905 4.3518 -2.3382
C 5.4233 -1.6923 -0.1552
C -1.6558 1.8349 -5.8744
C -0.3762 4.4152 -0.2112
C 4.5628 -1.1140 -1.0739
C -3.3766 -1.0795 4.6595
C -1.1448 2.2939 -3.7667
C 3.5083 -0.3221 -0.6391
C -2.5146 -1.1386 -2.0908
C 2.4890 -0.5384 -6.0422
C 2.5279 1.9926 1.9563
C -0.0877 -0.7792 -7.0288
C -1.0397 0.5920 -5.1720
C -1.1993 5.0150 -1.1544
C 1.0954 -0.4318 4.3202
C 0.5740 -2.5065 -0.9019
C 0.5203 -2.7437 4.0606
C -2.8494 1.0841 1.5279
C 2.1265 0.6628 1.2663
C 0.9837 2.3728 0.4078
C 5.2257 -1.4791 1.2031
C -0.9826 3.1173 1.7820
C -2.9571 -1.6938 3.4769
C 1.6092 -3.1061 4.8388
C -5.2328 -2.5956 4.8188
H 0.8872 0.6194 4.1714
H -2.8181 -0.2409 5.0619
H -3.5965 0.3014 1.4524
H -1.5855 6.0098 -0.9799
H -1.0963 -0.8812 -7.4144
H 3.0696 -1.8117 -7.6664
H 1.7974 -4.1503 5.0524
H 4.7031 -1.2833 -2.1331
H -0.2665 3.9176 1.9301
H 2.8602 0.1416 -1.3716
H 1.1082 -2.6122 1.1252
H 3.3066 -2.4103 5.9540
H 2.8361 -0.0259 5.5101
H -6.1064 -2.9562 5.3460
H -2.0853 4.8077 -3.1166
H -1.7952 -0.1862 -5.0298
H 3.9888 -0.5775 2.7008
H 5.8990 -1.9207 1.9256
H -1.2259 -3.2610 1.3051
H 6.2462 -2.3061 -0.4950
H -2.6621 1.6702 -6.2484
H 0.7727 -1.9960 -8.5645
H 3.4949 -0.4414 -5.6551
H 1.6274 0.6917 -4.5117
H 2.3437 1.9973 3.0271
H -5.4096 -4.0249 3.2296
H -0.1318 -3.5167 3.6671
H -1.0222 2.2237 -6.6692
H 0.3373 1.6212 2.5349
H 1.5918 0.0239 1.9737
H -0.0807 4.9176 0.6986
H -3.4203 -3.2299 2.0381
H -1.7725 -1.8923 0.3126
H -2.5007 4.4079 0.9834
H 0.6646 -0.9821 0.5540
H -4.8160 -1.0469 6.2467
H -4.1481 2.5856 0.7169
H 3.5589 2.2734 1.7524
```

The HOMO-LUMO gap (spin up / spin down) comes out at 5.46 / 5.46 eV. Its net charge is +1. The energy relative to the best compared isomer or geometry (same formula, charge and spin) is 52.3 kcal per mole.